(1)
Here is a molecular structure, C43H33BaBrN4O2PSe2Te2 in a non-equilibrium geometry from OMol25. Energies are from ωB97M-V with the def2-TZVPD basis set.

```
89
Properties=species:S:1:pos:R:3:lowdin_charge:R:1
Ba 0.026 -0.418 0.930 1.403
Te -1.410 2.566 4.366 0.038
Te 0.722 1.518 5.631 0.013
Br -2.800 7.183 0.315 0.698
Se 2.085 0.729 3.687 -0.296
Se -2.460 0.660 3.126 -0.328
P -0.956 1.417 -2.158 1.083
O -0.461 -1.668 8.599 0.112
O -0.232 -3.859 8.831 0.101
N 2.592 0.134 0.487 -0.100
N 0.562 -2.988 -0.313 0.020
N 0.877 2.354 0.633 0.013
N 0.219 -3.156 2.441 0.076
C -1.556 2.599 -3.423 -0.367
C -3.076 4.416 -3.911 -0.087
C -1.303 3.354 0.817 -0.108
C 2.091 2.458 0.991 -0.182
C 3.058 1.343 0.822 -0.387
C 0.074 -3.193 3.856 -0.249
C -2.470 4.606 -5.147 -0.105
C -3.402 0.094 -2.769 -0.132
C 1.224 -5.286 -0.332 -0.021
C -0.955 2.801 -4.661 -0.093
C 0.205 0.373 -3.147 -0.387
C 2.479 -0.401 -3.469 -0.089
C -0.315 -2.909 8.095 -0.480
C 0.964 -4.102 -2.385 -0.035
C -3.168 -1.481 -0.512 -0.182
C -1.633 5.689 0.445 -0.691
C 0.610 -2.983 -1.637 -0.112
C -4.386 -0.838 -2.488 -0.120
C -2.329 0.241 -1.889 -0.469
C 1.557 0.413 -2.819 -0.113
C -0.208 -0.502 -4.154 -0.093
C -2.146 -0.538 -0.728 -0.363
C -0.779 -2.036 5.777 -0.029
C -4.270 -1.622 -1.346 -0.120
C 0.565 4.772 0.296 -0.022
C -2.620 3.428 -3.058 -0.106
C 2.055 -1.257 -4.472 -0.108
C 0.708 -1.302 -4.817 -0.100
C 4.424 1.589 0.941 -0.027
C 4.824 -0.715 0.467 -0.053
C -2.153 4.445 0.757 -0.125
C -0.281 5.867 0.213 -0.130
C 5.313 0.550 0.761 -0.055
C -0.246 -3.011 6.606 -0.130
C -1.408 3.797 -5.517 -0.099
C 0.400 -4.115 6.050 -0.010
C -0.592 -2.115 4.407 -0.055
C 0.723 -4.138 1.807 -0.085
C 0.062 3.511 0.604 -0.292
C 1.285 -5.270 -1.717 -0.057
C 3.454 -0.868 0.341 -0.152
C 0.554 -4.216 4.683 -0.013
C 0.849 -4.125 0.332 -0.264
H -5.238 -0.951 -3.149 0.088
H 2.768 -1.891 -4.983 0.098
H -1.003 -1.325 3.788 -0.045
H -3.207 4.317 0.959 0.111
H 1.614 4.905 0.070 0.106
H 0.106 6.843 -0.045 0.096
H -1.261 -0.562 -4.403 0.109
H 0.371 -1.970 -5.601 0.102
H 1.053 -5.062 2.290 0.113
H 0.785 -4.878 6.712 0.118
H 2.525 3.386 1.373 0.127
H -0.121 2.181 -4.964 0.094
H -3.125 -2.130 0.362 0.075
H 3.024 -1.836 0.110 0.098
H 1.455 -6.181 0.230 0.111
H 6.377 0.718 0.866 0.108
H 1.569 -6.160 -2.262 0.107
H 5.481 -1.563 0.342 0.102
H -5.046 -2.342 -1.109 0.088
H -2.823 5.382 -5.813 0.094
H 3.524 -0.364 -3.187 0.101
H 4.765 2.580 1.205 0.118
H -1.338 -1.190 6.147 0.103
H -0.925 3.940 -6.475 0.095
H 1.073 -5.074 4.281 0.094
H -1.710 2.386 1.084 0.007
H -3.485 0.709 -3.661 0.094
H 0.983 -4.037 -3.463 0.100
H -3.900 5.049 -3.606 0.101
H -0.381 -0.998 7.901 0.077
H -3.092 3.294 -2.092 0.105
H 1.884 1.080 -2.030 0.084
H 0.350 -2.052 -2.125 0.087
```

Summary:
max |F| = 1.568 eV/A
total charge = -1
gap between HOMO and LUMO = 4.51 eV
energy relative to the best compared isomer or geometry (same formula, charge and spin) = 23.1 kJ/mol
HOMO energy = -3.561 eV

(2)
Here is a molecular structure, C43H33BaBrN4O2PSe2Te2 from OMol25. Energies are from ωB97M-V with the def2-TZVPD basis set.

```
89
Properties=species:S:1:pos:R:3:lowdin_charge:R:1
Ba 0.332 -0.123 0.061 1.223
Te 2.979 -1.080 3.093 0.016
Te 4.647 -2.070 1.182 0.024
Br -6.563 -3.194 2.900 0.707
Se 3.548 -1.158 -0.898 -0.361
Se 0.797 -2.214 2.600 -0.435
P -1.833 1.203 2.601 1.044
O 6.514 5.857 2.104 0.098
O 6.323 4.222 3.585 0.125
N 2.077 2.247 -0.817 0.074
N 0.198 1.142 -2.584 0.032
N 0.490 -1.968 -2.302 0.022
N -1.611 -2.333 -0.513 0.047
C -0.749 0.710 -3.403 -0.164
C 1.486 -1.846 -3.168 -0.248
C 1.885 -2.870 -4.022 -0.047
C 0.919 4.299 2.525 -0.094
C 4.784 2.692 1.652 0.016
C -3.643 0.835 4.686 -0.096
C -5.021 -2.924 1.826 -0.690
C -2.660 2.008 1.184 -0.482
C -0.346 2.265 2.810 -0.407
C -1.284 -3.261 -1.311 -0.087
C -3.495 3.410 5.684 -0.090
C 1.890 3.830 3.403 -0.093
C -2.772 -2.536 0.276 -0.266
C 1.759 2.570 3.964 -0.092
C 0.915 2.208 -2.938 -0.251
C 5.981 4.681 2.534 -0.482
C -0.159 -3.136 -2.257 -0.258
C -3.805 2.788 1.317 -0.117
C 4.145 4.857 0.819 -0.042
C -2.721 -2.281 1.643 -0.041
C -5.098 -3.141 0.464 -0.131
C 1.224 -4.079 -3.957 -0.056
C 4.957 4.072 1.634 -0.157
C -4.349 2.489 6.279 -0.103
C 3.188 4.264 0.014 -0.036
C 0.728 2.862 -4.149 -0.014
C -2.726 3.043 4.591 -0.088
C -2.019 1.734 -0.051 -0.268
C 0.176 -4.218 -3.058 -0.017
C -0.253 2.396 -5.011 -0.059
C -0.187 3.520 2.221 -0.095
C -2.792 1.750 4.073 -0.365
C -3.964 -2.950 -0.311 -0.029
C 3.059 2.876 -0.001 -0.251
C -3.785 3.154 -1.042 -0.131
C 1.934 2.707 -1.989 -0.089
C -4.422 1.198 5.777 -0.092
C -3.844 -2.498 2.421 -0.116
C 3.845 2.089 0.834 -0.025
C 0.647 1.792 3.667 -0.141
C -1.012 1.304 -4.632 -0.047
C -2.637 2.367 -1.140 -0.190
C -4.382 3.364 0.191 -0.126
H -3.428 4.418 6.074 0.098
H 1.026 5.279 2.074 0.099
H -0.370 -5.148 -2.968 0.110
H 2.572 3.508 -2.373 0.127
H 2.716 -2.713 -4.694 0.109
H 2.759 4.435 3.631 0.101
H 2.503 4.874 -0.559 0.113
H -3.692 -0.177 4.305 0.078
H -1.801 -1.936 2.102 -0.012
H -4.010 -3.089 -1.384 0.112
H 1.338 3.718 -4.405 0.111
H 1.989 -0.888 -3.191 0.057
H 3.732 1.012 0.814 -0.027
H -1.799 0.916 -5.263 0.107
H -1.825 -4.212 -1.329 0.133
H 5.393 2.085 2.310 0.131
H -2.224 2.251 -2.141 0.044
H -0.942 3.884 1.534 0.104
H -5.078 0.470 6.237 0.098
H -0.425 2.887 -5.960 0.106
H -4.217 3.601 -1.933 0.084
H 1.520 -4.907 -4.588 0.107
H -1.321 -0.145 -3.062 0.111
H -2.061 3.768 4.136 0.102
H -6.031 -3.449 0.011 0.097
H 2.529 2.182 4.618 0.101
H -4.949 2.776 7.133 0.094
H 6.224 6.023 1.200 0.090
H 0.547 0.799 4.095 0.069
H -4.257 2.952 2.290 0.088
H -3.805 -2.337 3.489 0.095
H 4.204 5.940 0.856 0.116
H -5.278 3.966 0.281 0.087
```

Summary:
max |F| = 0.446 eV/A
total charge = -1
gap between HOMO and LUMO = 4.83 eV
energy relative to the best compared isomer or geometry (same formula, charge and spin) = 0.0 kJ/mol
HOMO energy = -3.571 eV